[1]
Formula: C5H10N2OS
Source: the OMol25 dataset
Level of theory: ωB97M-V/def2-TZVPD

XYZ file:
```
19
Properties=species:S:1:pos:R:3:forces:R:3:lowdin_charge:R:1
C -1.201 1.767 -0.483 -0.415 0.408 -0.470 -0.34
C 2.431 0.822 0.431 0.601 -0.070 0.040 -0.58
C -0.195 -0.426 1.232 0.116 0.093 -0.075 -0.06
C -1.010 -1.868 -0.625 0.029 0.068 -0.091 0.05
C -0.863 -0.667 -0.076 -0.030 -0.188 0.393 -0.38
N 2.357 1.891 -0.317 0.162 0.108 -0.184 -0.04
N -1.435 0.454 -0.708 -0.160 -0.346 -0.249 0.08
O -0.411 2.261 0.283 0.117 0.111 0.275 0.01
S 3.169 -0.542 -0.364 -0.010 0.298 -0.142 0.70
H -1.852 2.394 -1.126 0.075 -0.074 0.057 0.13
H -0.829 0.175 1.880 -0.054 0.025 0.096 0.09
H 0.740 0.137 1.088 -0.386 -0.163 0.308 -0.01
H 0.034 -1.370 1.717 -0.022 -0.133 0.008 0.08
H -1.515 -2.014 -1.564 -0.098 0.026 -0.256 0.05
H -0.616 -2.742 -0.144 0.076 -0.160 0.182 0.06
H 3.033 -1.356 0.680 0.021 -0.157 0.090 -0.15
H 1.876 2.690 0.075 -0.018 -0.070 -0.145 0.08
H 2.677 1.974 -1.280 -0.057 0.021 0.088 0.09
H -2.074 0.232 -1.458 0.054 0.204 0.075 0.14
```
Positions in Å, forces in eV/Å.

Computed properties:
Energy: -21208.136 eV
HOMO energy: -0.295 hartree
Gap between HOMO and LUMO: 8.77 eV
Energy above the lowest of the compared OMol25 structures with the same formula, charge and spin: 65.70 kJ/mol

=====

[2]
Formula: C13H69BrO23Si
Source: the OMol25 dataset
Level of theory: ωB97M-V/def2-TZVPD

XYZ file:
```
107
Properties=species:S:1:pos:R:3:forces:R:3:lowdin_charge:R:1
C 1.286 2.368 3.892 -0.416 -0.292 -0.397 -0.11
C 0.326 1.283 3.388 0.598 -0.093 0.134 -0.36
C 0.109 1.361 1.873 -0.517 0.365 0.762 -0.75
Br -1.433 0.179 1.483 0.211 -0.250 -0.439 0.74
Si -0.264 3.109 1.182 -0.164 0.242 -0.643 0.66
C 1.067 3.657 -0.037 0.154 -0.225 1.068 -0.30
C 2.494 3.412 0.489 -0.283 -0.334 -0.673 -0.27
C 3.510 3.358 -0.669 -0.227 -0.521 0.889 -0.19
C 3.467 1.942 -1.244 0.392 0.304 -0.091 -0.22
C 4.295 1.704 -2.512 -0.366 0.331 -0.102 -0.18
C 3.536 0.950 -3.619 0.756 -0.249 0.170 -0.18
C 2.723 -0.248 -3.130 -0.474 -0.078 -0.384 -0.16
C 1.512 -0.571 -4.015 -0.100 -0.340 0.706 -0.18
O 0.810 0.594 -4.452 0.157 0.371 0.096 -0.02
C 0.342 1.405 -3.457 0.356 2.338 0.168 -0.49
C -0.424 0.793 -2.302 0.715 -0.256 -0.915 0.01
O 0.554 2.617 -3.511 -0.486 -2.297 -0.218 0.09
H 0.778 3.309 4.076 0.055 0.003 0.093 0.03
H 2.053 2.541 3.144 0.259 0.080 0.046 0.04
H 1.766 2.008 4.796 0.086 0.089 0.174 0.07
H 0.801 0.328 3.599 -0.135 -0.224 0.063 0.07
H -0.608 1.286 3.942 -0.210 0.167 -0.087 0.10
H 0.965 0.894 1.397 -0.022 -0.024 -0.348 0.04
H -0.466 4.097 2.262 0.061 -0.116 0.141 -0.03
H -1.545 3.029 0.441 -0.035 -0.025 0.050 -0.04
H 0.946 4.715 -0.257 -0.187 0.072 -0.293 0.08
H 0.893 3.063 -0.931 -0.002 0.176 -0.333 0.04
H 2.509 2.414 0.929 0.183 -0.016 0.340 0.07
H 2.774 4.104 1.276 0.003 0.188 0.032 0.10
H 4.496 3.530 -0.241 0.224 0.314 -0.309 0.11
H 3.244 4.104 -1.413 0.243 0.132 -0.181 0.12
H 3.826 1.272 -0.462 -0.147 -0.156 0.126 0.12
H 2.420 1.704 -1.414 -0.146 -0.066 -0.129 0.07
H 5.240 1.222 -2.272 0.028 -0.236 0.087 0.11
H 4.572 2.678 -2.914 0.073 0.080 -0.125 0.11
H 2.944 1.663 -4.181 -0.363 -0.011 0.091 0.10
H 4.277 0.560 -4.317 0.035 0.093 -0.222 0.11
H 3.341 -1.144 -3.116 0.116 -0.100 0.101 0.12
H 2.343 -0.131 -2.120 0.145 0.209 0.179 0.09
H 0.811 -1.180 -3.440 0.015 -0.258 -0.010 0.10
H 1.824 -1.152 -4.875 -0.174 0.317 -0.459 0.13
H -0.825 -0.176 -2.579 -0.288 0.062 0.148 0.05
H 0.305 0.627 -1.509 -0.089 0.044 0.302 0.07
H -1.178 1.499 -1.986 -0.135 0.050 0.156 0.09
O 1.885 -0.542 5.600 -0.010 0.033 0.084 -0.05
H 2.660 -0.675 6.156 0.046 -0.090 -0.038 0.04
H 1.209 -1.096 6.004 -0.091 0.060 0.017 0.05
O -4.424 0.096 3.213 0.148 0.268 0.100 -0.09
H -4.700 -0.810 3.385 -0.202 -0.015 -0.150 0.02
H -3.704 0.014 2.577 0.002 -0.158 0.275 -0.09
O -4.940 1.293 0.476 -0.228 -0.024 -0.200 -0.07
H -4.180 1.280 1.064 0.101 0.218 -0.005 -0.03
H -5.536 0.665 0.900 0.095 -0.159 0.021 -0.01
O -5.498 -2.066 1.622 0.055 -0.191 -0.107 -0.04
H -6.304 -2.008 1.098 -0.085 0.162 0.020 0.02
H -5.159 -2.951 1.456 0.004 -0.018 0.029 0.05
O -1.655 -2.103 -1.919 0.089 -0.158 0.187 -0.06
H -1.118 -2.896 -1.797 -0.073 -0.091 -0.176 0.02
H -1.798 -1.770 -1.026 -0.035 0.062 -0.016 0.01
O -0.849 -3.124 3.436 0.061 0.084 0.050 -0.07
H -1.266 -2.436 2.908 -0.027 0.060 0.034 -0.02
H 0.090 -2.897 3.416 0.016 -0.106 -0.076 -0.01
O 2.078 -2.640 2.844 0.045 -0.044 -0.046 -0.04
H 3.011 -2.744 3.055 0.040 0.027 0.075 0.05
H 2.065 -1.989 2.136 -0.077 0.035 -0.002 0.05
O -7.776 -0.119 0.370 -0.058 0.061 0.417 -0.05
H -8.354 -0.179 -0.399 0.156 -0.087 -0.155 0.04
H -7.698 0.829 0.526 0.021 0.039 -0.050 0.05
O -7.774 0.081 3.632 -0.103 -0.043 -0.036 -0.05
H -7.659 -0.162 2.706 -0.029 -0.083 -0.007 -0.01
H -7.735 1.041 3.639 0.093 0.040 0.052 0.03
O 0.064 -4.390 -3.226 0.096 -0.194 0.189 -0.05
H -0.247 -4.966 -3.940 -0.181 -0.029 -0.298 0.03
H 0.552 -3.697 -3.681 0.001 0.051 0.005 0.05
O 4.195 3.514 3.587 0.207 0.064 -0.014 -0.06
H 4.661 2.688 3.738 0.031 -0.030 -0.019 0.04
H 3.934 3.806 4.472 -0.078 0.079 0.057 -0.01
O 2.228 -6.219 -2.145 -0.128 -0.071 0.062 -0.06
H 2.025 -7.116 -2.426 0.065 -0.057 0.005 0.04
H 1.478 -5.695 -2.461 0.004 0.199 -0.071 -0.02
O -0.609 -5.862 -5.823 0.124 0.201 0.830 -0.05
H -1.446 -5.888 -6.291 -0.029 0.041 -0.195 0.04
H -0.217 -6.713 -6.028 0.049 -0.058 -0.138 0.04
O -7.194 -0.232 -2.433 -0.097 0.019 -0.130 -0.06
H -6.681 0.572 -2.298 0.047 0.015 0.012 0.04
H -6.661 -0.914 -2.015 0.067 -0.011 0.021 0.04
O -0.021 5.289 4.772 0.152 0.012 0.201 -0.06
H -0.809 5.460 5.296 -0.092 0.025 -0.080 0.06
H 0.530 6.065 4.920 0.003 0.029 0.042 0.04
O -0.740 -6.627 -8.484 -0.168 -0.366 -0.131 -0.06
H -1.208 -5.936 -8.959 0.015 0.054 -0.070 0.03
H 0.183 -6.406 -8.636 0.019 0.185 -0.021 0.02
O 3.563 4.634 6.272 0.032 0.050 0.008 -0.04
H 2.744 4.747 6.763 -0.087 -0.096 -0.056 0.05
H 4.087 5.413 6.480 0.059 0.000 -0.024 0.05
O 0.733 -4.227 -9.420 0.057 0.032 -0.067 -0.04
H 0.261 -3.535 -9.893 -0.043 0.022 0.004 0.05
H 1.661 -4.026 -9.568 0.043 -0.016 0.021 0.05
O -0.830 -6.347 -0.622 0.023 -0.022 -0.082 -0.06
H 0.102 -6.529 -0.457 0.035 0.044 0.028 0.02
H -0.819 -5.729 -1.360 0.003 0.053 -0.012 0.00
O 3.269 -3.078 5.808 0.039 -0.057 -0.137 -0.06
H 2.486 -2.987 5.251 -0.001 0.092 -0.019 0.01
H 3.606 -3.959 5.622 -0.013 -0.061 0.104 0.04
O -0.583 7.623 3.208 0.059 0.082 -0.094 -0.07
H -1.356 7.661 2.639 -0.030 0.065 -0.025 0.04
H -0.226 6.739 3.067 -0.133 -0.090 0.032 0.00
```
Positions in Å, forces in eV/Å.

Computed properties:
Energy: -139613.892 eV
HOMO energy: -0.361 hartree
Gap between HOMO and LUMO: 9.79 eV

=====

[3]
Formula: C6H14N2S
Source: the OMol25 dataset
Level of theory: ωB97M-V/def2-TZVPD

XYZ file:
```
23
Properties=species:S:1:pos:R:3:forces:R:3:lowdin_charge:R:1
C 2.732 -0.635 0.318 9.085 -10.781 -4.756 -0.56
C -1.899 -1.151 -2.342 3.615 -3.008 -2.840 -0.11
C -0.271 2.542 2.318 -1.459 0.940 1.845 -0.15
C -0.960 -1.592 -1.241 -0.781 2.197 3.611 -0.22
C 0.155 -0.539 -0.803 -1.628 -1.473 0.537 -0.20
C -0.154 0.325 0.413 -0.302 -0.142 3.015 -0.18
N 0.948 1.365 0.678 -1.293 -2.007 -2.661 -0.03
N 0.786 2.283 1.423 1.993 2.153 1.102 -0.11
S 3.218 -1.788 1.310 0.313 -0.934 0.493 0.67
H 3.138 -0.645 -0.669 -0.211 0.520 -0.685 0.04
H -2.236 -2.105 -2.819 -0.384 0.947 0.269 0.09
H -2.648 -0.589 -2.003 -3.096 2.120 1.191 0.02
H -1.372 -0.610 -3.167 -0.268 -0.253 0.622 0.09
H -1.224 2.710 1.778 0.142 -0.417 0.301 0.07
H -0.361 1.681 3.086 -0.045 1.512 -1.060 0.11
H -0.039 3.585 2.811 -0.409 -2.337 -0.570 0.10
H -1.600 -1.540 -0.271 0.729 -1.016 -1.453 0.12
H -0.577 -2.594 -1.355 0.258 -0.071 -0.103 0.09
H 0.994 -1.106 -0.449 0.313 -0.416 -0.525 0.04
H 0.397 -0.015 -1.672 0.769 1.301 -1.227 0.09
H -0.156 -0.370 1.335 0.341 0.680 -1.151 0.14
H -1.126 0.807 0.621 0.043 -0.062 -1.172 0.10
H 2.256 -0.019 0.699 -7.726 10.545 5.220 -0.20
```
Positions in Å, forces in eV/Å.

Computed properties:
Energy: -20258.406 eV
HOMO energy: -0.302 hartree
Gap between HOMO and LUMO: 8.23 eV
Energy above the lowest of the compared OMol25 structures with the same formula, charge and spin: 449.21 kJ/mol
SMILES string: CCCC/N=N\C.C=S

=====

[4]
Formula: C40H52F4O12
Source: the OMol25 dataset
Level of theory: ωB97M-V/def2-TZVPD

XYZ file:
```
108
Properties=species:S:1:pos:R:3:forces:R:3:lowdin_charge:R:1
F 18.184 13.011 19.112 0.218 -0.124 0.195 0.05
C 19.311 13.728 18.888 0.353 0.246 0.572 -0.27
C 19.165 14.942 18.235 -1.740 -1.542 -0.641 -0.01
C 20.304 15.564 17.832 0.269 1.821 -0.333 -0.10
C 21.554 15.153 18.257 0.371 1.566 -1.194 -0.10
C 21.642 14.048 19.022 1.047 -1.903 1.569 -0.11
C 20.547 13.287 19.362 -2.239 0.076 -0.601 -0.02
H 18.132 15.177 17.895 1.022 0.233 0.242 0.12
H 20.233 16.469 17.227 -0.036 -0.254 0.070 0.11
H 22.405 15.760 17.922 -0.201 -0.562 0.374 0.12
H 22.543 13.643 19.460 0.571 0.466 -0.318 0.11
H 20.555 12.382 19.948 0.360 -0.091 0.072 0.12
F 26.569 12.966 17.337 0.415 -0.543 -0.112 0.05
C 26.508 12.350 16.128 -1.191 1.956 -0.895 -0.29
C 25.696 12.976 15.188 0.547 -1.760 -1.612 0.00
C 25.556 12.395 13.904 0.375 -0.129 1.734 -0.07
C 26.210 11.191 13.622 -0.772 0.202 -0.809 -0.11
C 26.978 10.599 14.607 -0.012 0.529 -0.102 -0.08
C 27.206 11.225 15.838 -0.171 -0.534 0.642 -0.01
H 25.196 13.871 15.392 -0.699 1.171 0.527 0.09
H 24.844 12.837 13.245 -0.099 0.281 -0.619 0.09
H 26.076 10.688 12.622 0.144 0.571 1.288 0.12
H 27.315 9.636 14.335 0.941 -0.847 0.305 0.09
H 27.782 10.921 16.698 0.415 -0.931 -0.345 0.12
F 18.397 16.600 15.199 1.694 0.277 0.213 0.06
C 17.179 16.862 14.767 -1.562 0.896 -0.183 -0.30
C 16.183 16.122 15.339 -1.940 -0.597 -0.996 0.01
C 14.873 16.218 14.791 0.939 1.210 -0.632 -0.07
C 14.613 17.161 13.792 0.512 -0.113 0.410 -0.07
C 15.656 18.044 13.382 -1.465 -0.257 -0.584 -0.09
C 16.938 17.904 13.831 0.552 -1.881 1.274 -0.02
H 16.351 15.329 16.051 0.389 0.152 0.080 0.09
H 14.072 15.575 15.103 0.024 -0.207 0.316 0.08
H 13.608 17.154 13.339 0.688 0.407 0.205 0.11
H 15.435 18.818 12.650 0.022 -0.160 0.065 0.10
H 17.799 18.425 13.473 0.148 0.577 -0.247 0.11
F 21.284 14.507 15.204 -0.751 -1.599 0.026 0.02
C 20.407 13.418 15.120 0.718 0.699 0.521 -0.26
C 20.641 12.216 15.757 0.248 0.603 -0.774 -0.01
C 19.690 11.186 15.617 1.699 0.378 0.432 -0.07
C 18.554 11.362 14.868 -0.098 0.673 0.428 -0.07
C 18.323 12.627 14.300 -1.286 -1.225 -0.283 -0.07
C 19.242 13.625 14.448 -1.137 2.611 -0.702 -0.03
H 21.587 12.168 16.262 0.173 -0.586 0.466 0.11
H 19.944 10.253 16.106 -0.375 -0.133 0.008 0.10
H 17.822 10.578 14.937 -0.346 -0.104 -0.584 0.10
H 17.369 12.840 13.788 0.752 -0.149 0.545 0.07
H 18.927 14.676 14.188 0.758 -1.346 -0.099 0.13
C 21.539 12.676 11.290 -0.107 1.884 -1.263 -0.07
C 21.267 11.304 11.620 -1.665 -1.857 1.875 -0.25
O 20.937 10.432 10.540 0.532 0.569 -0.546 0.06
C 19.855 10.816 9.887 -1.207 -0.264 0.781 -0.63
O 19.085 11.698 10.186 0.176 0.303 0.068 0.11
O 19.630 9.954 8.936 1.004 -1.574 -0.837 0.02
C 18.339 9.914 8.391 -0.343 -0.013 -0.616 -0.04
H 21.886 13.163 12.191 0.422 0.328 0.054 0.08
H 20.624 13.171 10.972 0.103 0.168 0.068 0.08
H 22.235 12.727 10.449 0.336 0.279 0.277 0.10
H 20.390 11.252 12.317 0.795 0.017 -0.195 0.14
H 22.117 10.846 12.080 0.468 -0.461 0.340 0.10
H 18.206 10.830 7.843 -0.352 0.159 -0.697 0.09
H 17.606 9.931 9.174 -0.442 -0.230 0.482 0.09
H 18.245 8.996 7.776 0.206 0.757 0.356 0.11
C 22.492 8.044 12.926 -0.416 -1.180 -1.143 -0.07
C 22.854 8.588 14.250 -0.102 -0.100 0.383 -0.23
O 22.053 7.854 15.201 0.565 0.847 0.176 0.05
C 22.029 8.295 16.450 0.628 -1.010 1.803 -0.59
O 21.346 7.745 17.282 -0.076 0.662 -0.614 0.11
O 22.946 9.272 16.795 -1.867 -0.141 -0.058 -0.04
C 22.571 9.850 18.098 0.454 0.025 -0.158 -0.03
H 23.116 8.511 12.156 0.248 -0.649 0.043 0.08
H 21.489 8.265 12.593 -0.552 0.427 0.311 0.07
H 22.477 6.912 12.955 0.717 1.245 -0.270 0.11
H 22.651 9.636 14.375 -0.216 0.581 -0.132 0.11
H 23.914 8.461 14.434 0.203 -0.267 0.328 0.12
H 23.172 10.763 18.178 0.274 -0.546 0.211 0.09
H 22.696 9.103 18.904 0.262 0.577 -0.485 0.10
H 21.538 10.197 18.142 -0.144 -0.330 -0.430 0.08
C 14.757 12.566 18.733 0.689 -0.482 0.866 -0.06
C 15.365 13.844 18.148 -1.509 -1.341 -1.435 -0.17
O 14.338 14.674 17.461 0.226 -0.584 0.070 -0.03
C 13.428 15.323 18.205 1.641 -0.287 0.213 -0.64
O 13.504 15.443 19.395 -0.315 -0.042 0.724 0.13
O 12.524 15.857 17.415 -0.569 1.015 -0.174 0.00
C 11.470 16.604 18.110 0.172 -0.687 0.022 0.00
H 15.579 11.919 19.120 -0.259 0.608 -0.227 0.09
H 14.245 11.908 18.031 -0.140 0.459 -0.273 0.07
H 14.121 12.752 19.601 -0.113 0.151 -0.209 0.08
H 16.005 13.494 17.308 -0.141 0.805 0.602 0.12
H 15.856 14.409 18.907 0.427 0.532 0.296 0.11
H 11.794 17.091 19.049 0.233 -0.229 -0.772 0.10
H 10.789 15.799 18.381 -0.585 0.492 0.051 0.09
H 11.050 17.321 17.387 0.226 -0.492 0.344 0.10
C 15.528 13.307 10.153 -0.210 -1.396 -0.964 -0.07
C 15.678 13.520 11.645 -0.041 -0.031 0.029 -0.18
O 14.385 13.372 12.319 0.227 -0.200 -0.624 0.04
C 14.326 13.094 13.621 2.215 0.723 0.516 -0.58
O 15.255 13.241 14.433 -1.894 -0.639 -1.651 0.06
O 13.104 12.670 13.894 0.063 0.022 1.255 0.02
C 12.959 12.375 15.326 -0.130 0.833 -0.182 0.00
H 14.728 13.873 9.692 -0.418 0.191 0.272 0.07
H 15.359 12.225 9.886 0.007 0.988 0.447 0.09
H 16.411 13.591 9.560 0.092 -0.008 0.735 0.08
H 16.067 14.522 11.807 -0.029 0.089 0.445 0.12
H 16.364 12.773 12.042 0.000 0.167 0.117 0.11
H 13.285 13.240 15.937 -0.155 -0.472 -0.502 0.08
H 13.611 11.532 15.552 -0.337 -0.133 0.140 0.09
H 11.887 12.211 15.491 0.478 -0.283 -0.158 0.10
```
Positions in Å, forces in eV/Å.

Computed properties:
Energy: -77761.930 eV
HOMO energy: -0.332 hartree
Gap between HOMO and LUMO: 9.61 eV
Energy above the lowest of the compared OMol25 structures with the same formula, charge and spin: 72.17 kJ/mol
SMILES string: CCOC(=O)OC.CCOC(=O)OC.CCOC(=O)OC.CCOC(=O)OC.Fc1ccccc1.Fc1ccccc1.Fc1ccccc1.Fc1ccccc1